No. 1
# C29H41N3O5S3SiY

C29H41N3O5S3SiY as an isolated structure (the ωB97M-V functional and the def2-TZVPD basis, the Open Molecules 2025 dataset).

```
83
Properties=species:S:1:pos:R:3:forces:R:3:lowdin_charge:R:1
Y 0.688294 0.088282 -0.150632 -0.2 0.2 0.2 1.576
C 3.131344 0.643126 -2.342434 0.0 -0.1 0.0 -0.122
C 3.161125 1.904289 -1.515200 0.0 0.1 0.0 -0.170
O 2.653443 1.537294 -0.228363 0.2 -0.1 0.1 -0.279
C 2.905673 2.441854 0.857258 -0.1 0.0 0.0 -0.160
C 2.547010 1.677251 2.109497 0.0 -0.1 0.0 -0.126
O 1.251777 1.058850 1.975727 0.0 0.1 -0.1 -0.247
C 0.130469 1.645624 2.678039 0.0 0.0 0.0 -0.111
C -0.707787 2.464839 1.725892 0.1 -0.1 0.0 -0.134
O -0.879178 1.632786 0.562851 -0.2 0.0 0.0 -0.286
C -2.113904 1.720934 -0.170307 0.1 0.0 0.1 -0.120
C -1.804050 1.729200 -1.651687 0.1 0.0 -0.1 -0.127
O -0.708733 0.822968 -1.923732 -0.1 0.0 0.0 -0.251
C -0.100479 1.109486 -3.194469 0.0 0.0 0.0 -0.145
C 0.965755 0.066162 -3.408124 0.0 0.0 0.0 -0.117
O 1.836804 0.006991 -2.257891 -0.1 0.1 0.0 -0.250
H 3.846115 -0.082277 -1.954564 0.0 0.0 0.0 0.131
H 3.371716 0.856699 -3.383524 0.0 0.0 0.0 0.142
H 2.543542 2.697390 -1.942980 0.0 0.0 0.0 0.047
H 4.191577 2.257648 -1.425696 0.0 0.0 0.0 0.147
H 2.294913 3.338041 0.723592 0.0 0.0 0.0 0.062
H 3.965193 2.709284 0.873970 0.0 0.0 0.0 0.145
H 2.556921 2.332334 2.980046 0.0 0.0 0.0 0.141
H 3.250047 0.859926 2.271563 0.0 0.0 0.0 0.126
H 0.491298 2.244835 3.513286 0.0 0.0 0.0 0.141
H -0.443826 0.802760 3.062167 0.0 0.0 0.0 0.137
H -0.239664 3.395638 1.409833 0.0 0.0 0.0 0.091
H -1.676152 2.683682 2.176647 0.0 0.0 0.0 0.134
H -2.609698 2.658768 0.074527 -0.1 0.0 0.0 0.113
H -2.736966 0.871986 0.114460 0.0 0.0 0.0 0.130
H -1.493858 2.722494 -1.969184 0.0 0.0 0.0 0.070
H -2.675969 1.405786 -2.223384 0.0 0.0 0.0 0.152
H 0.303107 2.126587 -3.157812 0.0 0.0 0.0 0.105
H -0.853503 1.039047 -3.982813 0.0 0.0 0.0 0.152
H 1.547423 0.274939 -4.304870 0.0 0.0 0.0 0.142
H 0.518235 -0.923712 -3.501539 0.0 0.0 0.0 0.135
N 2.576724 -1.383496 0.449365 0.1 0.0 -0.1 0.175
C 3.451395 -2.079020 0.716422 0.0 0.0 0.1 -0.077
C 4.546820 -2.921962 1.085449 0.0 -0.1 -0.1 -0.209
C 4.401900 -4.309252 1.028531 0.0 0.0 0.0 -0.009
C 5.470781 -5.107964 1.394287 0.0 0.0 0.0 -0.046
C 6.663503 -4.530733 1.810125 0.0 0.0 0.0 -0.044
C 6.802025 -3.149012 1.861790 0.0 0.0 0.0 -0.054
C 5.745581 -2.336143 1.497382 0.0 0.0 0.0 -0.023
H 3.467521 -4.742422 0.700388 0.0 0.0 0.0 0.104
H 5.373206 -6.183933 1.355042 0.0 0.0 0.0 0.117
H 7.493530 -5.162620 2.096502 0.0 0.0 0.0 0.117
H 7.734000 -2.708161 2.187314 0.0 0.0 0.0 0.115
H 5.838917 -1.258719 1.534203 0.0 0.0 0.0 0.118
S -4.318062 6.703380 -2.191253 0.0 0.0 0.0 0.596
C -2.960396 6.035888 -1.544367 0.0 -0.1 -0.1 -1.127
S -1.551622 5.580258 -2.474823 0.0 0.0 0.1 0.963
C -0.777805 4.928279 -1.041279 -0.2 -0.1 0.0 -1.143
N -1.506083 5.048649 0.022918 0.0 0.0 0.0 0.012
N -2.702551 5.692035 -0.258523 0.1 0.0 0.0 -0.161
C -3.549982 5.981793 0.852068 -0.1 0.0 0.1 -0.228
C -3.896877 4.968358 1.732113 0.0 -0.1 0.0 -0.026
C -4.698183 5.249986 2.827483 0.0 0.0 0.0 -0.080
C -5.157375 6.542193 3.037382 0.0 0.0 0.0 -0.081
C -4.806624 7.550413 2.150698 0.0 0.0 0.0 -0.063
C -3.999390 7.276430 1.058259 0.0 0.0 0.0 -0.033
S 0.740872 4.131642 -1.129872 0.1 0.0 -0.1 0.588
H -3.548438 3.957773 1.556791 0.0 0.1 0.0 0.083
H -4.974104 4.456696 3.509934 0.0 0.0 0.0 0.103
H -5.789192 6.762031 3.887522 0.0 0.0 0.0 0.106
H -5.160615 8.560189 2.309576 0.0 0.0 0.0 0.110
H -3.727580 8.056289 0.360983 0.0 0.0 0.0 0.106
C 0.724705 -4.227978 0.294461 0.0 0.0 0.0 -0.213
Si -0.946756 -3.366351 0.169083 0.0 0.0 0.0 0.368
C -2.133216 -4.310496 1.270821 0.0 0.0 0.0 -0.189
C -1.516080 -3.509226 -1.616879 0.0 0.0 0.0 -0.186
C -0.822601 -1.574729 0.616145 0.2 0.0 0.0 -0.380
H 0.605277 -5.303382 0.140051 0.0 0.0 0.0 0.037
H 1.176202 -4.079486 1.279132 0.0 0.0 0.0 0.025
H 1.413967 -3.854397 -0.468479 0.0 0.0 0.0 0.014
H -2.199876 -5.362147 0.981848 0.0 0.0 0.0 0.031
H -3.138793 -3.886905 1.222880 0.0 0.0 0.0 0.030
H -1.810373 -4.272191 2.314230 0.0 0.0 0.0 0.030
H -1.614620 -4.551586 -1.927022 0.0 0.0 0.0 0.033
H -0.804237 -3.031611 -2.298089 0.0 0.0 0.0 0.010
H -2.486863 -3.029250 -1.762589 0.0 0.0 0.0 0.031
H -0.687341 -1.505915 1.711065 0.0 0.0 0.0 -0.007
H -1.820658 -1.150040 0.420393 0.0 0.0 0.0 -0.017
```
Positions in Å, forces in eV/Å.

Output
total charge = +1
E_tot = -86868.7918 eV

No. 2
# C40H32BeN9O5P

C40H32BeN9O5P as an isolated structure at a distorted geometry (the ωB97M-V functional and the def2-TZVPD basis, the Open Molecules 2025 dataset).

```
88
Properties=species:S:1:pos:R:3:forces:R:3:lowdin_charge:R:1
Be -0.742875 0.121757 -0.600182 -0.9 -2.3 0.9 0.256
O 3.662493 -4.023391 2.160115 0.8 -1.2 -1.2 0.128
C 3.283217 -4.575739 1.174309 -0.5 1.0 1.4 -0.465
O 3.189555 -5.421851 0.341947 1.0 -0.1 0.7 0.091
C 1.684862 -3.226520 0.782017 1.6 -1.8 -1.3 -0.343
C 2.203173 -1.865311 0.484396 -0.3 -2.3 -3.4 -0.155
C 2.160936 -1.068632 1.685638 0.3 0.4 2.8 -0.110
N 1.867531 -1.599014 2.871539 0.4 4.0 -2.5 0.105
C -0.859120 -2.274325 -0.220677 0.0 1.2 -1.1 -0.190
C -0.475302 -3.523615 -0.298554 0.2 -1.7 -0.5 0.040
C -2.161572 -1.661088 -0.015783 -3.0 -0.9 1.1 -0.511
O -3.158497 -2.314713 0.264279 0.9 0.5 -0.3 0.093
O -2.154698 -0.354239 -0.139231 0.6 0.7 -0.6 -0.029
H 3.187278 -1.992384 0.041426 0.8 0.5 0.2 0.124
H 2.579599 -0.056209 1.607946 -0.1 -0.3 0.6 0.098
H -1.110815 -4.423105 -0.265620 0.8 0.6 0.3 0.154
C 1.556664 4.648509 -1.406100 0.9 -0.1 1.2 -0.037
N 0.985283 3.447809 -0.686482 -0.4 -0.6 -0.5 -0.088
C -0.024103 2.673033 -1.085830 -0.3 0.3 -1.2 -0.055
N -0.151861 1.590556 -0.305852 1.2 2.3 -0.2 0.082
C 0.820426 1.811010 0.646531 0.5 0.6 -0.2 -0.127
N 1.565471 2.878936 0.414043 -0.9 -0.1 0.2 0.149
C 2.315163 4.250066 -2.660039 0.4 -0.5 -0.2 -0.205
C 2.011110 4.718784 -3.940748 -0.4 -0.1 -0.1 -0.032
C 2.369323 3.977023 -5.070224 0.7 -0.1 0.5 -0.059
C 3.035707 2.768686 -4.922184 0.4 -0.3 0.3 -0.008
C 3.512926 2.391370 -3.645792 -0.5 0.2 -0.9 -0.128
C 3.234766 3.202945 -2.551794 -0.1 -0.3 0.7 0.023
C 4.015074 1.026243 -3.460939 -0.2 -0.9 -1.2 -0.286
N 4.693736 0.511710 -2.511750 0.0 0.1 0.5 0.114
N 4.638997 -0.872945 -2.629709 -0.5 0.1 -1.4 0.117
C 3.960811 -1.131369 -3.712600 -0.3 1.3 0.3 -0.223
O 3.532014 0.067964 -4.369716 1.0 -1.0 2.2 0.089
C 3.254583 -2.390281 -4.032371 0.5 -0.4 -0.1 -0.145
C 2.544972 -2.558385 -5.205891 -0.6 -0.5 -0.2 -0.022
C 1.591787 -3.603782 -5.288604 1.2 0.5 0.2 -0.057
C 1.284323 -4.329489 -4.153027 -0.9 0.3 0.3 -0.017
C 1.921381 -4.056396 -2.923144 -0.6 -0.7 -0.6 -0.189
C 1.436870 -4.538547 -1.575001 0.0 -2.3 -0.1 -0.050
N 0.981567 -3.538135 -0.552549 -0.5 1.7 0.0 0.028
C 1.267894 -1.857531 -0.827155 2.1 -0.8 1.8 -0.085
N 0.044367 -1.329644 -0.662832 -1.8 2.4 -0.1 0.036
C 1.180179 -2.735106 2.872859 -0.8 -3.5 1.3 -0.268
N 1.112870 -3.579494 1.886247 -2.4 0.4 0.4 0.115
C 3.086143 -3.352886 -3.002438 0.3 1.7 0.6 0.010
H 2.180353 5.126795 -0.610729 -0.4 -0.2 -0.8 0.146
H 0.745249 5.301153 -1.690632 -0.3 0.2 0.2 0.121
H -0.628979 2.921102 -1.977868 0.5 -0.4 0.7 0.171
H 0.900363 1.203725 1.536338 0.2 -0.1 -0.2 0.107
H 1.488135 5.659409 -4.096305 -0.3 -0.2 0.2 0.116
H 2.167081 4.346686 -6.058792 -0.3 0.1 -0.2 0.106
H 3.242542 2.108829 -5.776619 -0.2 0.4 0.4 0.127
H 3.663130 2.987474 -1.559508 -0.5 -0.3 -0.5 0.136
H 2.741257 -1.928474 -6.068882 -0.2 0.1 0.2 0.118
H 1.133472 -3.797932 -6.242972 -0.2 -0.1 0.0 0.102
H 0.506150 -5.092154 -4.184014 0.0 0.3 0.0 0.118
H 2.238967 -5.162608 -1.145386 -0.5 0.7 -0.1 0.101
H 0.594429 -5.261173 -1.690988 0.4 0.7 -0.1 0.140
H 1.785919 -1.678825 -1.757687 0.1 0.1 -0.4 0.122
H 0.643541 -3.074111 3.770655 0.7 0.5 -0.1 0.106
H 3.738808 -3.398005 -2.140582 0.1 0.6 0.2 0.132
C -1.794062 1.158372 5.195811 0.1 0.0 0.0 -0.275
P -2.239880 1.140765 3.396544 1.4 -1.0 0.6 0.990
C -3.069416 2.704597 3.256207 -1.2 1.7 -0.5 -0.415
C -4.397386 3.002887 3.610259 0.4 -0.2 0.2 -0.084
C -4.964110 4.241436 3.345233 0.4 0.2 0.2 -0.084
C -4.237029 5.217571 2.677583 0.3 0.5 -0.3 -0.093
C -2.918988 4.957157 2.312999 -0.3 -0.2 0.3 -0.099
C -2.343405 3.738165 2.644245 0.2 -0.2 0.0 -0.124
C -3.541396 -0.111282 3.420261 -0.9 -1.2 0.1 -0.384
C -4.651417 -0.006796 2.561112 0.2 0.3 0.5 -0.111
C -5.660623 -0.955900 2.591565 -0.1 0.2 -0.2 -0.090
C -5.517018 -2.086776 3.360732 -0.9 -0.7 0.0 -0.102
C -4.450665 -2.230417 4.220557 0.3 -0.4 0.0 -0.102
C -3.457894 -1.279359 4.250304 1.0 1.5 0.0 -0.089
H -1.018684 0.434090 5.415619 0.0 -0.4 -0.1 0.027
H -2.658013 0.973381 5.832848 -0.1 0.0 0.0 0.044
H -1.358189 2.112092 5.470397 0.0 0.3 -0.1 0.033
H -4.967930 2.263593 4.158725 -0.1 -0.1 -0.1 0.109
H -5.940400 4.477020 3.726940 -0.4 -0.1 -0.1 0.099
H -4.636091 6.217425 2.457278 -0.1 -0.6 0.1 0.107
H -2.352180 5.693143 1.762795 0.1 0.1 0.1 0.093
H -1.279905 3.577860 2.462092 -0.2 -0.1 -0.3 0.083
H -4.792591 0.862990 1.920276 0.2 -0.1 0.1 0.108
H -6.589256 -0.783623 2.052139 0.3 -0.2 -0.2 0.107
H -6.259695 -2.888562 3.293245 0.1 0.4 0.2 0.108
H -4.389918 -3.109886 4.852854 0.1 0.1 -0.1 0.105
H -2.588473 -1.414106 4.934918 -0.8 0.2 -0.6 0.108
```
Positions in Å, forces in eV/Å.

Output
E_tot = -75333.9539 eV

No. 3
# C5H9NO

One molecule with the formula C5H9NO at a distorted geometry (the ωB97M-V functional and the def2-TZVPD basis, the Open Molecules 2025 dataset).

```
16
Properties=species:S:1:pos:R:3:forces:R:3:lowdin_charge:R:1
O 2.260668 2.232629 -0.409716 -2.7 -3.3 0.0 0.002
C 1.698972 1.125868 -0.586663 1.7 -0.1 -0.6 -0.272
N 0.323393 0.746612 -0.605462 1.8 0.7 0.4 -0.117
C -0.424591 1.034578 0.636773 0.1 0.2 -1.1 -0.179
C -0.843431 -0.372575 1.102010 0.6 0.6 2.3 -0.179
C -0.626533 -1.441211 -0.012884 1.9 1.9 1.0 -0.146
C -0.164255 -0.513167 -1.228230 -1.8 -0.2 1.4 -0.135
H 2.361945 0.179315 -0.759996 -0.7 1.4 -0.2 0.145
H -1.189597 1.709939 0.328352 -1.1 0.5 0.4 0.098
H 0.209005 1.523287 1.418532 -0.4 -0.2 -1.0 0.127
H -0.026433 -0.352015 1.918907 -1.7 -1.7 -0.7 0.124
H -1.872853 -0.401257 1.553999 1.1 0.1 -0.3 0.114
H 0.259808 -2.020435 0.301145 -0.5 -0.1 -0.3 0.100
H -1.475745 -2.106775 -0.063478 -0.2 0.1 -0.7 0.092
H 0.619715 -1.020664 -1.749914 0.3 0.1 -0.8 0.091
H -1.110069 -0.324131 -1.843375 1.7 0.0 0.4 0.135
```
Positions in Å, forces in eV/Å.

Output
E_tot = -8867.0626 eV

No. 4
# C4H12N2S

One molecule with the formula C4H12N2S at a distorted geometry (the ωB97M-V functional and the def2-TZVPD basis, the Open Molecules 2025 dataset).

```
19
Properties=species:S:1:pos:R:3:forces:R:3:lowdin_charge:R:1
N -2.024367 0.761454 1.470585 0.0 0.0 -0.2 -0.007
C -0.914222 -0.128236 1.104475 0.0 0.5 0.2 -0.247
C -0.476435 0.150420 -0.326917 -0.2 0.2 -0.5 -0.439
N -1.567646 -0.006862 -1.292938 0.0 -0.2 0.1 0.034
C 0.747115 -0.626621 -0.804494 -0.1 0.9 0.6 -0.237
C 2.040960 -0.275770 -0.052105 0.1 -0.5 -0.7 -0.567
S 2.976535 1.085062 -0.789467 0.2 0.5 0.2 0.692
H -1.691236 1.688739 1.699579 0.0 0.0 0.0 0.070
H -2.515554 0.404097 2.276513 0.0 0.0 0.1 0.062
H -0.047090 0.028803 1.757356 -0.1 -0.3 0.2 0.098
H -1.298162 -1.140380 1.220917 0.3 -0.2 -0.1 0.119
H -0.189019 1.202498 -0.374134 0.0 0.3 0.1 0.132
H -1.794537 -0.993472 -1.394103 0.1 0.0 0.0 0.070
H -2.399699 0.418307 -0.892731 0.0 0.1 0.0 0.056
H 0.842400 -0.412506 -1.863803 0.2 0.0 -0.2 0.100
H 0.566362 -1.671252 -0.698703 -0.2 -1.1 0.1 0.099
H 2.669225 -1.165006 0.018612 0.1 0.1 0.0 0.067
H 1.871906 0.058022 0.967219 -0.1 0.0 0.1 0.048
H 3.203463 0.622703 -2.025870 -0.2 -0.3 0.1 -0.150
```
Positions in Å, forces in eV/Å.

Output
E_tot = -18157.9840 eV